Record 1
{"formula": "C31H72F4N5O13SSi", "method": "ωB97M-V with the def2-TZVPD basis set", "charge": 1, "homo_lumo_gap_ev": 6.831, "mol_weight_da": 859.08, "spin_multiplicity": 1, "e_homo_ev": -10.5, "elements": ["C", "Si", "C", "C", "N", "C", "N", "C", "C", "F", "F", "F", "N", "C", "C", "C", "C", "C", "N", "N", "O", "S", "O", "O", "F", "H", "H", "H", "H", "H", "H", "H", "H", "H", "H", "H", "H", "H", "H", "H", "H", "H", "H", "H", "H", "H", "H", "C", "O", "C", "C", "O", "C", "H", "H", "H", "H", "H", "H", "H", "H", "H", "H", "C", "O", "C", "C", "O", "C", "H", "H", "H", "H", "H", "H", "H", "H", "H", "H", "C", "O", "C", "C", "O", "C", "H", "H", "H", "H", "H", "H", "H", "H", "H", "H", "C", "O", "C", "C", "O", "C", "H", "H", "H", "H", "H", "H", "H", "H", "H", "H", "C", "O", "C", "C", "O", "C", "H", "H", "H", "H", "H", "H", "H", "H", "H", "H"], "xyz": [[-0.079, -0.905, -1.745], [0.014, 0.742, -0.860], [1.539, 1.604, -1.645], [0.447, 0.328, 0.959], [-1.325, 1.937, -0.845], [-2.598, 1.953, -1.300], [-3.477, 2.975, -1.244], [-4.648, 2.603, -1.845], [-5.890, 3.498, -2.018], [-6.407, 3.478, -3.245], [-6.768, 3.219, -1.053], [-5.469, 4.763, -1.799], [-4.441, 1.340, -2.221], [-5.470, 0.505, -2.887], [-6.138, -0.512, -1.860], [-7.644, -0.105, -1.687], [-8.310, -0.676, -0.394], [-8.221, 0.266, 0.845], [-8.803, 1.605, 0.603], [-3.212, 0.892, -1.904], [-2.998, -0.385, -2.246], [-0.951, 3.445, -0.072], [0.325, 3.404, 0.563], [-0.969, 4.483, -1.050], [-2.010, 3.710, 1.104], [0.935, -1.367, -1.719], [-0.758, -1.642, -1.253], [-0.362, -0.889, -2.827], [2.251, 1.853, -0.836], [1.973, 1.005, -2.468], [1.177, 2.584, -2.046], [1.249, 1.050, 1.226], [-0.455, 0.505, 1.591], [0.846, -0.700, 1.069], [-6.288, 1.136, -3.293], [-5.051, -0.021, -3.774], [-6.088, -1.557, -2.220], [-5.618, -0.362, -0.890], [-7.732, 1.001, -1.706], [-8.207, -0.500, -2.558], [-7.832, -1.657, -0.172], [-9.378, -0.901, -0.609], [-8.819, -0.210, 1.656], [-7.156, 0.372, 1.159], [-9.748, 1.676, 0.966], [-8.216, 2.278, 1.086], [-2.531, -0.401, -3.106], [1.436, 3.184, -6.160], [1.590, 1.930, -5.509], [1.112, 0.846, -6.295], [2.247, 0.112, -6.988], [2.881, 0.932, -7.955], [4.100, 1.493, -7.488], [2.055, 3.913, -5.638], [1.752, 3.144, -7.204], [0.391, 3.507, -6.105], [0.369, 1.191, -7.021], [0.613, 0.150, -5.609], [1.833, -0.748, -7.524], [2.973, -0.262, -6.258], [4.886, 0.732, -7.494], [4.000, 1.907, -6.482], [4.385, 2.296, -8.168], [-1.025, 8.860, 3.342], [-0.423, 7.716, 2.754], [-1.353, 6.910, 2.045], [-1.278, 7.155, 0.547], [-1.700, 8.472, 0.215], [-0.612, 9.353, -0.016], [-0.232, 9.551, 3.623], [-1.700, 9.368, 2.649], [-1.575, 8.571, 4.243], [-2.371, 7.071, 2.418], [-1.085, 5.867, 2.244], [-1.964, 6.469, 0.044], [-0.270, 6.963, 0.170], [-0.174, 9.153, -1.000], [0.159, 9.262, 0.752], [-0.996, 10.373, -0.005], [5.517, -3.877, 2.631], [6.040, -2.948, 1.693], [5.215, -2.817, 0.543], [4.353, -1.569, 0.614], [3.398, -1.652, 1.668], [3.801, -0.924, 2.820], [6.034, -3.728, 3.579], [4.446, -3.736, 2.794], [5.706, -4.898, 2.285], [4.599, -3.711, 0.402], [5.882, -2.732, -0.321], [3.787, -1.480, -0.320], [4.971, -0.672, 0.722], [3.652, 0.149, 2.649], [4.845, -1.111, 3.078], [3.175, -1.235, 3.657], [1.579, -4.014, 9.217], [2.636, -4.519, 8.416], [2.238, -4.764, 7.074], [2.680, -3.644, 6.148], [2.010, -2.423, 6.447], [2.815, -1.536, 7.209], [2.014, -3.603, 10.128], [1.022, -3.223, 8.710], [0.897, -4.827, 9.490], [1.156, -4.920, 7.011], [2.729, -5.691, 6.761], [2.408, -3.910, 5.121], [3.765, -3.511, 6.187], [3.566, -1.069, 6.561], [3.313, -2.044, 8.037], [2.172, -0.756, 7.616], [3.646, -8.769, -0.746], [2.311, -8.294, -0.838], [2.040, -7.241, 0.075], [2.087, -5.885, -0.608], [3.400, -5.569, -1.056], [3.572, -5.799, -2.446], [3.854, -9.364, -1.635], [4.370, -7.952, -0.698], [3.754, -9.408, 0.136], [2.729, -7.275, 0.924], [1.027, -7.404, 0.458], [1.808, -5.116, 0.120], [1.373, -5.842, -1.437], [3.091, -4.998, -3.018], [3.163, -6.764, -2.754], [4.641, -5.789, -2.660]], "forces_ev_per_angstrom": [[-1.3, -1.0, -0.8], [4.0, -1.3, 1.0], [-1.3, 0.7, 0.1], [-0.5, 0.7, -0.5], [-1.4, 1.7, 1.3], [-1.1, -0.2, -0.4], [-0.3, 0.2, -0.2], [3.9, -1.6, 0.8], [1.0, 1.8, 0.9], [-0.1, -0.7, 0.7], [-0.1, -0.3, -0.9], [-0.1, -0.8, -0.2], [-4.0, 0.4, -1.9], [-0.6, -1.8, -0.2], [-0.5, 1.2, -0.2], [0.0, -0.4, 0.1], [0.1, 0.1, -0.3], [-0.6, -0.5, 0.0], [0.8, -0.3, -0.1], [-1.2, 1.5, -0.3], [1.0, -0.4, 0.2], [2.8, 2.9, -0.2], [-1.0, -1.9, 0.6], [-1.9, -1.0, 0.1], [0.6, -1.1, -1.8], [-0.5, 0.7, 0.2], [0.4, 0.6, -0.3], [0.3, 0.1, 0.7], [-0.2, -0.3, -0.6], [-0.1, 0.4, 0.5], [0.6, -0.7, 0.0], [-0.6, -0.5, 0.1], [0.8, -0.3, -0.1], [-0.3, 0.5, 0.0], [0.9, 0.1, 0.4], [0.1, 0.5, 0.7], [0.3, 0.6, 0.4], [-0.2, -0.5, -0.5], [-0.1, -0.6, 0.2], [0.4, 0.4, 0.3], [-0.3, 0.6, 0.1], [0.6, 0.3, 0.2], [0.9, 0.0, -0.3], [-0.7, -0.1, -0.1], [0.2, 0.0, 0.0], [-0.4, 0.1, -0.1], [0.0, 0.1, 0.2], [0.0, 0.1, 0.1], [-0.1, 0.0, -0.2], [0.2, -0.1, 0.4], [-0.2, 0.1, -0.4], [0.0, 0.1, 0.3], [0.1, 0.0, -0.1], [0.0, -0.1, 0.1], [0.0, -0.1, 0.0], [0.0, 0.1, -0.1], [0.1, 0.0, -0.1], [0.0, -0.1, 0.0], [0.0, 0.0, 0.1], [0.0, 0.1, 0.1], [0.0, 0.1, 0.1], [0.0, 0.0, 0.0], [-0.1, -0.1, 0.0], [0.1, 0.0, 0.1], [-0.2, 0.1, -0.1], [0.5, -0.1, 0.0], [-0.5, 0.2, 0.1], [0.2, 0.0, 0.1], [-0.1, 0.0, -0.1], [0.0, -0.1, 0.0], [0.0, 0.0, 0.0], [-0.1, 0.1, 0.0], [0.0, 0.1, -0.1], [0.0, 0.0, 0.0], [0.0, 0.0, 0.0], [0.0, 0.0, 0.1], [0.1, 0.0, 0.0], [0.0, 0.0, 0.0], [-0.1, -0.1, 0.0], [0.2, 0.0, 0.0], [-0.4, 0.0, 0.1], [0.3, 0.2, 0.0], [-0.3, -0.3, -0.1], [0.2, 0.1, 0.0], [-0.2, 0.0, 0.1], [0.1, 0.0, -0.1], [0.0, 0.0, 0.0], [-0.1, 0.0, 0.0], [0.0, 0.1, 0.0], [0.0, 0.0, 0.0], [0.1, 0.0, 0.0], [0.0, 0.0, 0.0], [0.1, 0.0, 0.1], [0.0, 0.0, -0.1], [-0.1, 0.0, -0.1], [0.1, -0.1, 0.1], [-0.2, 0.2, -0.1], [0.5, -0.1, 0.1], [-0.5, 0.0, -0.1], [0.2, -0.1, 0.2], [-0.1, 0.1, -0.1], [0.0, -0.1, 0.0], [0.0, 0.0, 0.0], [-0.1, 0.1, 0.0], [0.0, 0.1, 0.0], [0.0, 0.0, 0.0], [0.0, 0.0, 0.0], [0.0, 0.0, 0.1], [0.1, 0.0, 0.1], [0.0, 0.0, 0.0], [0.0, 0.0, -0.1], [-0.1, -0.1, 0.0], [0.2, 0.2, 0.1], [-0.3, -0.2, -0.3], [0.3, 0.1, 0.4], [-0.2, -0.1, -0.2], [0.1, 0.1, 0.0], [-0.1, 0.0, 0.0], [0.0, 0.0, 0.0], [0.1, 0.0, 0.0], [0.0, 0.1, 0.0], [0.0, 0.0, 0.0], [0.0, 0.0, 0.0], [0.0, -0.1, 0.0], [0.0, -0.1, -0.1], [0.0, 0.0, 0.0], [0.0, 0.1, 0.1]]}

***

Record 2
{"formula": "C31H74IN5NbO2S", "method": "ωB97M-V with the def2-TZVPD basis set", "charge": -1, "homo_lumo_gap_ev": 6.540, "mol_weight_da": 800.84, "spin_multiplicity": 1, "e_homo_ev": -4.3, "elements": ["C", "C", "C", "N", "Nb", "N", "C", "C", "C", "C", "N", "C", "C", "C", "C", "O", "O", "C", "C", "C", "S", "C", "C", "C", "C", "C", "I", "H", "H", "H", "H", "H", "H", "H", "H", "H", "H", "H", "H", "H", "H", "H", "H", "H", "H", "H", "H", "H", "H", "H", "H", "H", "H", "H", "H", "H", "H", "H", "H", "H", "H", "H", "H", "H", "H", "H", "H", "H", "H", "H", "H", "C", "C", "N", "C", "C", "C", "C", "H", "H", "H", "H", "H", "H", "H", "H", "H", "H", "H", "H", "H", "H", "H", "C", "C", "N", "C", "C", "C", "C", "H", "H", "H", "H", "H", "H", "H", "H", "H", "H", "H", "H", "H", "H", "H"], "xyz": [[1.773, -0.626, 5.572], [0.885, 0.050, 4.516], [-0.112, -0.902, 3.838], [0.425, -1.438, 2.583], [0.093, -0.750, 0.681], [-0.399, -0.029, -1.191], [2.273, -0.263, 0.265], [3.326, -1.389, 0.367], [3.683, -1.779, 1.814], [3.393, -3.231, 2.152], [3.977, -3.592, 3.454], [-2.217, -1.042, 0.873], [-2.720, -2.121, 1.853], [-3.593, -1.510, 2.962], [-3.640, -2.347, 4.216], [-3.696, -3.543, 4.269], [-3.630, -1.574, 5.338], [-2.934, -2.088, 6.486], [-2.046, -0.999, 7.075], [-0.445, 1.355, 1.491], [0.714, 2.683, 1.033], [-0.356, 3.741, 0.036], [-1.205, 4.771, 0.793], [0.015, -2.924, -0.058], [-0.178, -3.261, -1.522], [-0.426, -4.746, -1.794], [1.492, -2.691, -2.769], [2.824, -0.347, 5.466], [1.715, -1.716, 5.498], [1.490, -0.340, 6.588], [1.501, 0.494, 3.732], [0.334, 0.881, 4.968], [-0.312, -1.740, 4.520], [-1.061, -0.383, 3.677], [0.363, -2.452, 2.608], [-0.007, 0.891, -1.382], [-1.392, 0.004, -1.397], [2.594, 0.523, 0.965], [2.315, 0.178, -0.739], [4.248, -1.038, -0.114], [3.033, -2.279, -0.199], [4.751, -1.624, 2.001], [3.138, -1.135, 2.513], [2.309, -3.396, 2.130], [3.849, -3.875, 1.394], [3.859, -4.585, 3.624], [3.465, -3.118, 4.192], [-2.577, -1.287, -0.138], [-2.690, -0.085, 1.125], [-3.314, -2.884, 1.340], [-1.900, -2.676, 2.321], [-4.626, -1.431, 2.602], [-3.251, -0.511, 3.222], [-3.679, -2.434, 7.205], [-2.360, -2.965, 6.185], [-1.937, -0.182, 6.361], [-2.462, -0.601, 8.002], [-1.047, -1.376, 7.293], [-1.391, 1.617, 1.015], [-0.631, 1.429, 2.569], [0.332, 4.245, -0.649], [-0.994, 3.094, -0.571], [-0.742, 4.987, 1.756], [-2.218, 4.403, 0.963], [-1.261, 5.705, 0.226], [0.838, -3.526, 0.361], [-0.903, -3.313, 0.413], [-1.021, -2.697, -1.922], [-1.061, -5.154, -1.001], [-0.940, -4.899, -2.748], [0.505, -5.314, -1.834], [-0.081, -6.421, -7.026], [0.735, -6.265, -5.752], [1.366, -7.505, -5.325], [1.897, -7.435, -3.972], [3.045, -6.458, -3.702], [2.211, -8.152, -6.313], [3.384, -7.349, -6.894], [-0.809, -7.227, -6.921], [-0.618, -5.493, -7.231], [0.545, -6.634, -7.894], [0.075, -5.953, -4.938], [1.450, -5.439, -5.886], [2.197, -8.445, -3.677], [1.058, -7.169, -3.322], [3.995, -6.815, -4.100], [3.170, -6.328, -2.625], [2.837, -5.474, -4.119], [1.576, -8.472, -7.142], [2.587, -9.074, -5.860], [3.079, -6.336, -7.162], [3.749, -7.835, -7.802], [4.221, -7.274, -6.201], [-2.445, 8.218, -2.334], [-2.235, 9.721, -2.252], [-2.400, 10.240, -0.903], [-2.473, 11.688, -0.846], [-1.234, 12.495, -1.258], [-1.590, 9.598, 0.122], [-0.068, 9.597, -0.060], [-3.411, 7.938, -1.911], [-2.418, 7.892, -3.375], [-1.668, 7.671, -1.800], [-2.978, 10.226, -2.877], [-1.253, 9.961, -2.690], [-2.756, 11.965, 0.174], [-3.308, 11.991, -1.485], [-0.445, 12.446, -0.509], [-1.506, 13.545, -1.381], [-0.825, 12.147, -2.207], [-1.923, 8.562, 0.211], [-1.848, 10.067, 1.075], [0.214, 9.329, -1.080], [0.379, 8.857, 0.606], [0.383, 10.561, 0.171]], "forces_ev_per_angstrom": [[0.2, 0.1, 0.0], [-0.1, 0.1, 0.1], [0.4, -0.2, 0.2], [-1.1, 0.2, -0.1], [1.4, -0.3, -0.6], [-0.3, 0.4, 1.0], [-0.1, -0.1, -0.3], [0.1, 0.2, 0.1], [0.1, 0.0, 0.0], [0.0, 0.0, 0.1], [-0.1, 0.0, 0.1], [-0.2, -0.1, -0.2], [-0.1, 0.0, 0.0], [-0.3, -0.3, 0.0], [-0.2, 0.4, 0.0], [0.2, -0.4, 0.0], [0.6, 0.3, -0.1], [-0.3, -0.4, 0.0], [0.0, 0.1, 0.1], [-0.3, -0.2, 0.6], [-0.1, -0.2, -0.2], [0.1, 0.2, -0.1], [0.2, -0.1, 0.0], [-0.3, -0.1, 0.4], [-0.3, -0.3, 0.2], [-0.1, -0.1, -0.1], [0.0, 0.2, -0.2], [0.0, 0.0, -0.1], [0.0, 0.0, 0.0], [-0.1, -0.1, 0.0], [-0.1, 0.0, 0.0], [0.0, 0.0, 0.1], [-0.1, 0.1, 0.1], [0.0, 0.0, -0.1], [0.3, 0.0, -0.1], [0.2, -0.2, -0.4], [0.1, 0.0, -0.2], [-0.1, 0.1, -0.1], [0.1, 0.1, 0.1], [0.0, -0.1, 0.0], [-0.1, 0.0, 0.1], [0.0, 0.1, 0.0], [0.0, -0.1, 0.0], [0.0, -0.1, -0.2], [0.0, 0.0, 0.0], [0.0, 0.0, 0.0], [0.1, 0.0, 0.0], [0.0, 0.0, 0.0], [0.0, 0.0, -0.1], [0.0, 0.0, 0.0], [0.0, 0.1, 0.0], [0.1, 0.2, 0.0], [0.0, 0.0, 0.0], [0.0, 0.0, 0.0], [0.0, 0.1, -0.1], [0.0, 0.0, 0.0], [0.0, 0.1, -0.1], [0.0, 0.0, 0.0], [0.0, 0.0, 0.0], [0.0, 0.0, 0.0], [-0.1, 0.0, 0.0], [0.1, 0.0, 0.0], [-0.1, 0.1, 0.0], [0.0, 0.0, 0.1], [-0.1, 0.0, 0.0], [0.1, 0.1, -0.1], [0.1, -0.1, 0.1], [0.2, 0.2, 0.0], [0.0, 0.0, 0.0], [0.1, 0.0, 0.0], [0.0, 0.0, 0.2], [0.0, 0.0, 0.0], [0.0, 0.0, 0.0], [0.0, 0.1, 0.0], [0.0, 0.0, 0.1], [0.0, 0.0, 0.0], [0.0, 0.0, 0.0], [0.0, 0.0, 0.0], [0.0, 0.0, 0.0], [0.0, 0.0, 0.0], [0.0, 0.0, 0.0], [0.0, 0.0, 0.0], [0.0, 0.0, 0.0], [0.0, 0.0, 0.0], [0.0, 0.0, 0.0], [0.0, 0.0, 0.0], [0.0, 0.0, 0.0], [0.0, 0.0, 0.0], [0.0, 0.0, 0.0], [0.0, 0.0, 0.0], [0.0, 0.0, 0.0], [0.0, 0.0, 0.0], [0.0, 0.0, 0.0], [0.0, 0.0, 0.0], [0.0, 0.0, 0.0], [0.1, 0.0, -0.1], [-0.1, 0.1, 0.0], [0.0, 0.0, 0.0], [0.0, 0.0, 0.1], [0.0, 0.0, 0.0], [0.0, 0.0, 0.0], [0.0, 0.0, 0.0], [0.0, 0.0, 0.0], [0.0, 0.0, 0.0], [0.0, 0.0, 0.0], [0.0, 0.0, 0.0], [0.0, 0.0, 0.0], [0.0, 0.0, 0.0], [0.0, 0.0, 0.0], [0.0, 0.0, 0.0], [0.0, 0.0, 0.0], [0.0, 0.0, 0.0], [0.0, 0.0, 0.0], [0.0, 0.0, 0.0], [0.0, 0.0, 0.0]]}